# C6H24O6

A cluster of 6 separate species, C6H24O6 in total at a distorted geometry (ωB97M-V with the def2-TZVPD basis set, the OMol25 dataset).

```
36
C6H24O6, DFT ωB97M-V with the def2-TZVPD basis set
O 2.55218 0.79036 0.54893
H 1.59769 0.76731 0.48077
H 2.84927 0.06048 0.00556
O -2.40550 1.73074 -1.16642
H -1.66185 1.14179 -1.03854
H -2.06072 2.43767 -1.71195
O -1.85729 -2.68067 2.31062
H -1.47685 -3.50414 2.00501
H -2.76631 -2.89825 2.51696
O -0.13069 -0.32222 -0.00781
H -0.47342 -1.20732 0.11612
H -0.55924 0.19838 0.67156
C -0.57873 2.49502 2.02357
C -0.76002 1.25606 2.94868
C -1.57595 1.45723 4.25399
O -1.40926 0.34402 2.15635
H 0.21787 3.08813 2.47273
H -1.36235 3.20094 1.74843
H -0.11318 2.06801 1.13530
H 0.26268 0.92976 3.13764
H -1.11011 0.64852 4.81709
H -2.63664 1.25119 4.11047
H -1.22646 2.31344 4.83091
H -1.56775 -0.41944 2.71636
C 2.67282 -1.29127 -4.25047
C 1.70929 -1.08187 -3.06196
C 0.21810 -1.10454 -3.47717
O 1.93596 -2.05879 -2.08916
H 3.73121 -1.44566 -4.04054
H 2.49600 -0.71937 -5.16139
H 2.45687 -2.33483 -4.47947
H 2.02255 -0.17879 -2.53812
H -0.05401 -1.03054 -4.53006
H -0.12630 -0.21293 -2.95322
H -0.27981 -2.01904 -3.15486
H 1.46985 -1.66934 -1.34574
```

Summary:
HOMO-LUMO gap (spin up / spin down), eV: 2.562 / 10.502
Molecular weight, g mol⁻¹: 192.25
F_max, eV Å⁻¹: 3.3
2S+1: 2
Electronic energy, eV: -18894.6497
E_HOMO (spin up / spin down), eV: 0.44 / -7.58
Relative energy (zero: lowest compared OMol25 entry of this formula, charge and spin), kcal per mole: 15.3
Total charge: -1

For each atom in turn, the Mulliken charge in e is: O -0.769; H 0.323; H 0.354; O -0.715; H 0.305; H 0.335; O -0.603; H 0.304; H 0.298; O -0.586; H 0.163; H 0.262; C -1.288; C 0.380; C -1.363; O -0.767; H 0.415; H 0.315; H 0.113; H 0.286; H 0.431; H 0.298; H 0.429; H 0.200; C -1.549; C 0.640; C -1.069; O -0.477; H 0.356; H 0.359; H 0.370; H 0.276; H 0.388; H 0.146; H 0.306; H 0.138

---

# C6H24O6

A cluster of 6 separate species, C6H24O6 in total at a distorted geometry (ωB97M-V with the def2-TZVPD basis set, the OMol25 dataset).

```
36
C6H24O6, DFT ωB97M-V with the def2-TZVPD basis set
O 2.44169 1.86753 -3.02974
H 3.29308 1.46057 -3.28359
H 2.42816 1.57691 -2.10870
O -0.53937 0.97731 -2.13426
H -0.42788 1.21001 -3.04689
H 0.19650 0.40774 -1.81924
O -0.59839 1.88581 0.65563
H -0.38533 1.89725 -0.27919
H -1.48453 2.27196 0.64561
C 3.97032 -1.19408 -0.91302
C 2.47159 -1.53931 -0.97563
O 1.57125 -0.43378 -0.88960
H 4.28490 -0.57006 -1.77654
H 4.58617 -2.03480 -0.91361
H 4.08024 -0.67350 0.00183
H 2.30699 -2.27033 -0.12625
H 2.29022 -2.03084 -1.90214
H 1.47596 -0.39350 0.11143
C -4.08551 -0.26304 0.70384
C -3.67829 0.92012 -0.18084
O -3.35852 2.05027 0.62893
H -5.00199 0.00086 1.20583
H -3.33995 -0.53542 1.48405
H -4.32264 -1.16296 0.08943
H -4.50000 1.17281 -0.82519
H -2.73181 0.71314 -0.76316
H -4.00936 2.78188 0.57433
C -0.17807 -1.72308 1.90629
C 0.48352 -0.56514 2.61033
O 1.57547 -0.00303 1.79242
H -0.96531 -2.18591 2.44301
H 0.64077 -2.44088 1.67874
H -0.50095 -1.47639 0.82144
H 0.88466 -0.82258 3.54374
H -0.19594 0.26877 2.66496
H 1.32235 0.85569 1.40576
```

Summary:
HOMO-LUMO gap, eV: 11.173
Molecular weight, g mol⁻¹: 192.25
F_max, eV Å⁻¹: 3.5
Electronic energy, eV: -18895.5820
E_HOMO, eV: -10.43
Relative energy (zero: lowest compared OMol25 entry of this formula, charge and spin), kcal per mole: 33.0

For each atom in turn, the Mulliken charge in e is: O -0.626; H 0.326; H 0.296; O -0.640; H 0.268; H 0.465; O -0.602; H 0.278; H 0.290; C -1.114; C -0.127; O -0.355; H 0.190; H 0.436; H 0.291; H 0.161; H 0.401; H 0.082; C -1.074; C 0.183; O -0.586; H 0.357; H 0.193; H 0.308; H 0.376; H -0.028; H 0.290; C -1.013; C -0.138; O -0.631; H 0.416; H 0.274; H 0.166; H 0.354; H 0.223; H 0.311

---

# C6H25NO5

A cluster of 6 separate species, C6H25NO5 in total at a distorted geometry (ωB97M-V with the def2-TZVPD basis set, the OMol25 dataset).

```
37
C6H25NO5, DFT ωB97M-V with the def2-TZVPD basis set
C -1.11496 -2.07308 1.40967
C -1.35202 -0.82106 0.48671
C -0.39195 0.33235 0.77945
C 0.95802 0.20815 0.12858
C -0.34452 0.58403 2.28154
C 0.19760 1.86567 2.84481
N -1.28409 -1.31629 -0.94485
H -1.63658 -2.96459 1.02763
H -0.01897 -2.26572 1.41079
H -1.40176 -1.89353 2.44597
H -2.41526 -0.59729 0.62340
H -0.84764 1.27205 0.40614
H 0.97128 -0.21648 -0.88774
H 1.41258 1.20572 -0.05112
H 1.72569 -0.20044 0.80184
H -1.34369 0.39727 2.68934
H 0.18416 -0.25676 2.81711
H -0.09659 2.04816 3.87158
H -0.24997 2.71568 2.29078
H 1.24552 1.97907 2.61759
H -0.82095 -2.23734 -0.94482
H -2.27102 -1.42660 -1.20471
H -2.32938 -0.08292 -3.49907
H -2.62744 1.11857 -2.60296
O -3.05877 0.46610 -3.17663
H -0.72145 3.81390 -2.23921
H -0.78822 2.76301 -3.38102
O -1.20893 3.05837 -2.56904
H 3.97611 0.43155 1.79044
H 2.77207 1.14501 2.16675
O 3.72270 1.25106 2.24369
H 0.76501 -1.47248 -2.78479
H -0.07394 -0.20797 -2.90099
O 0.55686 -0.75569 -3.39679
H 2.94864 -2.53143 -2.18463
H 2.74812 -2.61100 -0.78424
O 2.21375 -2.72506 -1.58122
```

Summary:
HOMO-LUMO gap (spin up / spin down), eV: 11.165 / 5.290
Molecular weight, g mol⁻¹: 191.27
F_max, eV Å⁻¹: 4.2
2S+1: 2
Electronic energy, eV: -18345.3383
E_HOMO (spin up / spin down), eV: -14.34 / -14.34
Total charge: +1

For each atom in turn, the Mulliken charge in e is: C -1.548; C -0.212; C 1.209; C -1.204; C -1.138; C -1.167; N -0.044; H 0.450; H 0.432; H 0.372; H 0.475; H 0.266; H 0.191; H 0.450; H 0.043; H 0.420; H 0.397; H 0.365; H 0.343; H 0.141; H 0.317; H 0.403; H 0.319; H 0.307; O -0.619; H 0.297; H 0.329; O -0.606; H 0.336; H 0.296; O -0.626; H 0.339; H 0.230; O -0.579; H 0.332; H 0.300; O -0.617

---

# C6H25NO5S

A cluster of 6 separate species, C6H25NO5S in total at a distorted geometry (ωB97M-V with the def2-TZVPD basis set, the OMol25 dataset).

```
38
C6H25NO5S, DFT ωB97M-V with the def2-TZVPD basis set
C -0.78562 -1.67005 1.24892
C 0.24140 -2.70779 1.60416
S 1.53203 -1.79774 2.62654
C -1.21633 -1.79271 -0.25464
N -0.65054 -0.57279 -0.97234
C -1.67765 0.58793 -1.14670
C -0.93880 1.91650 -1.24698
C -0.26829 -1.06054 -2.30709
H -0.45390 -0.68361 1.49359
H -1.75984 -1.83906 1.87508
H -0.15851 -3.41332 2.38968
H 0.78238 -3.14581 0.72920
H 1.64199 -0.71950 1.89731
H -1.07686 -2.79939 -0.69699
H -2.36008 -1.77426 -0.14375
H -2.49558 0.37388 -1.98964
H -2.36472 0.52132 -0.25672
H 0.05393 1.91617 -1.76280
H -1.40253 2.73446 -1.83443
H -0.69375 2.32864 -0.20130
H 0.64369 -1.74873 -2.25578
H -0.99018 -1.60802 -2.90467
H 0.04785 -0.24023 -2.93773
H -0.91186 2.10920 1.99112
H 0.19792 2.83303 2.75599
O 0.01636 2.33154 2.02537
H -1.67670 0.02818 2.24797
H -1.67572 -0.10185 3.71043
O -1.93021 0.58234 3.07806
H 1.51438 1.32483 1.14976
H 0.79954 0.72289 -0.01734
O 1.73282 0.91554 0.26951
H 3.01075 0.45877 -0.99288
H 3.01690 -0.99560 -0.97334
O 3.31386 -0.29716 -1.54598
H 2.59903 1.79978 -2.59535
H 2.21401 2.84277 -1.56525
O 2.12883 2.64042 -2.49098
```

Summary:
HOMO-LUMO gap, eV: 9.596
Molecular weight, g mol⁻¹: 223.34
F_max, eV Å⁻¹: 3.7
Electronic energy, eV: -29188.3843
E_HOMO, eV: -9.22
Relative energy (zero: lowest compared OMol25 entry of this formula, charge and spin), kcal per mole: 44.0

For each atom in turn, the Mulliken charge in e is: C 0.287; C -0.793; S -0.202; C -1.044; N 0.627; C -0.493; C -0.844; C -1.297; H -0.358; H 0.408; H 0.342; H 0.340; H 0.023; H 0.457; H 0.299; H 0.330; H 0.383; H 0.122; H 0.378; H 0.109; H 0.310; H 0.390; H 0.338; H 0.250; H 0.257; O -0.586; H 0.386; H 0.373; O -0.682; H 0.245; H 0.267; O -0.579; H 0.370; H 0.279; O -0.668; H 0.325; H 0.315; O -0.668

---

# C6H26O10

A cluster of 7 separate species, C6H26O10 in total at a distorted geometry (ωB97M-V with the def2-TZVPD basis set, the OMol25 dataset).

```
42
C6H26O10, DFT ωB97M-V with the def2-TZVPD basis set
C -0.59998 3.42287 -2.12187
C -1.52727 4.43195 -1.41597
O -2.35967 3.68369 -0.48843
O 0.27015 2.89081 -1.12294
H -0.14705 3.94864 -2.96241
H -1.12443 2.59831 -2.60474
H -2.05252 5.05110 -2.14319
H -0.80817 5.05019 -0.87859
H -3.03061 3.24497 -1.01661
H -0.24911 2.27544 -0.60017
C 0.51777 -3.76571 1.95570
C 0.55596 -2.47445 2.70795
O 1.61405 -1.68107 2.16717
O -0.25007 -3.70283 0.71819
H 0.14225 -4.58418 2.56986
H 1.53505 -4.08476 1.72889
H 0.72090 -2.51909 3.78448
H -0.36965 -1.95225 2.46579
H 1.73667 -0.92520 2.74617
H -1.16947 -3.47636 0.87638
C -1.76752 -0.88698 -2.41197
C -0.59661 -1.74379 -2.72250
O 0.61146 -1.03352 -2.79496
O -1.75825 -0.61499 -1.00258
H -2.70287 -1.41512 -2.59715
H -1.79156 0.01954 -3.01675
H -0.82169 -2.12675 -3.71788
H -0.51413 -2.61808 -2.07682
H 0.72531 -0.62069 -1.93577
H -0.88506 -0.29809 -0.76029
O -0.83280 2.19363 1.46076
H -0.36335 2.69241 2.12939
H -1.23646 2.85942 0.90396
O 3.87407 -2.36440 0.30649
H 3.62962 -2.81046 -0.50437
H 3.06579 -2.33725 0.81853
O 1.72311 0.97165 3.26785
H 2.65369 0.86264 3.46373
H 1.56796 1.91211 3.35555
O 0.57890 -0.11006 0.11999
H 0.89996 -0.70619 0.79658
H 0.53543 0.74275 0.55248
```

Summary:
HOMO-LUMO gap, eV: 9.394
Molecular weight, g mol⁻¹: 258.26
F_max, eV Å⁻¹: 1.9
Electronic energy, eV: -27117.2291
E_HOMO, eV: -9.40
Relative energy (zero: lowest compared OMol25 entry of this formula, charge and spin), kcal per mole: 37.3

For each atom in turn, the Mulliken charge in e is: C -0.191; C -0.459; O -0.566; O -0.434; H 0.368; H 0.065; H 0.405; H 0.236; H 0.303; H 0.252; C -0.685; C -0.169; O -0.448; O -0.478; H 0.327; H 0.298; H 0.417; H 0.257; H 0.149; H 0.318; C -0.196; C -0.373; O -0.536; O -0.493; H 0.339; H 0.090; H 0.354; H 0.165; H 0.391; H 0.455; O -0.584; H 0.279; H 0.314; O -0.670; H 0.322; H 0.320; O -0.612; H 0.299; H 0.274; O -0.610; H 0.351; H 0.158

---

# C6H27ClF2N6O6PS2

A cluster of 6 separate species, C6H27ClF2N6O6PS2 in total at a distorted geometry (ωB97M-V with the def2-TZVPD basis set, the OMol25 dataset).

```
51
C6H27ClF2N6O6PS2, DFT ωB97M-V with the def2-TZVPD basis set
N 4.33871 -11.38014 -13.70650
H 4.48229 -12.34568 -13.44720
H 4.32817 -11.36287 -14.71630
H 5.17732 -10.89582 -13.41969
H 3.52315 -10.91736 -13.33125
N 7.01917 -10.97959 -15.54445
H 7.58551 -10.21872 -15.89147
H 6.63909 -10.96999 -14.60874
H 7.50814 -11.78751 -15.90261
H 6.17728 -10.99876 -16.10208
Cl 8.66166 -13.66540 -15.82464
N 4.34263 -11.37222 -16.30129
S 3.45121 -10.52460 -17.43110
O 2.04035 -10.19283 -17.22735
O 3.96450 -10.41781 -18.79497
F 4.17051 -9.12671 -16.73075
S 3.66997 -12.65199 -16.68942
O 3.97884 -13.30775 -17.96456
O 2.38668 -12.98614 -16.05313
F 4.63463 -13.58599 -15.88170
O 6.81130 -10.64832 -12.90024
H 7.53765 -10.00043 -12.81546
O 7.76262 -8.84255 -16.93878
P 7.61685 -7.40578 -16.97294
N 6.81965 -6.68505 -18.26872
C 6.74513 -5.22893 -18.45582
C 6.06437 -7.60909 -19.18931
N 9.12381 -6.60730 -17.02385
C 10.05055 -7.07934 -16.10187
C 9.77613 -6.33252 -18.29941
N 6.80534 -6.70458 -15.58480
C 7.00755 -5.39585 -14.96072
C 5.74632 -7.43780 -14.93473
H 7.39566 -4.94303 -19.28236
H 7.06066 -4.67230 -17.57338
H 5.70112 -4.95123 -18.60079
H 5.75930 -7.31634 -20.19396
H 5.26856 -8.19796 -18.73320
H 6.76054 -8.43288 -19.34689
H 10.91790 -6.42081 -16.14824
H 9.53452 -7.00554 -15.14459
H 10.19789 -8.12415 -16.37529
H 9.62183 -7.30712 -18.76251
H 9.28654 -5.62210 -18.96551
H 10.85395 -6.19478 -18.38555
H 6.35012 -4.65443 -15.41480
H 7.03922 -5.43909 -13.87204
H 7.97317 -5.01331 -15.29138
H 5.32870 -6.92197 -14.07008
H 5.90185 -8.51604 -14.89865
H 5.02058 -7.37924 -15.74587
```

Summary:
HOMO-LUMO gap, eV: 5.703
Molecular weight, g mol⁻¹: 447.87
F_max, eV Å⁻¹: 13.0
Electronic energy, eV: -76800.7196
E_HOMO, eV: -4.50
Total charge: -1

For each atom in turn, the Mulliken charge in e is: N -0.103; H 0.413; H 0.230; H 0.215; H 0.396; N 0.529; H 0.352; H 0.031; H 0.098; H 0.115; Cl -0.837; N -0.300; S 0.892; O -0.561; O -0.548; F -0.310; S 0.898; O -0.602; O -0.624; F -0.302; O -1.078; H 0.153; O -1.085; P 0.403; N 0.510; C -1.135; C -1.133; N 0.133; C -1.196; C -0.948; N 0.347; C -1.275; C -1.066; H 0.344; H 0.309; H 0.373; H 0.379; H 0.284; H 0.376; H 0.441; H 0.319; H 0.374; H 0.370; H 0.151; H 0.382; H 0.358; H 0.421; H 0.417; H 0.410; H 0.261; H 0.418